1.
{"formula": "C3H7NO3", "method": "wB97M-V/def2-TZVPD", "max_force_ha_per_bohr": 0.088, "smiles": "C=C(C)[N+](=O)[O-].O", "multiplicity": 1, "orbital_gap_ev": 10.637, "homo_ev": -10.548, "species": ["C", "C", "C", "N", "O", "O", "H", "H", "H", "H", "H", "O", "H", "H"], "xyz": [[-0.41438, -1.21170, 1.28085], [0.39024, -0.27119, 0.82588], [0.21271, 1.21766, 1.02626], [1.35869, -0.61813, -0.20615], [2.09083, -1.49377, 0.02112], [1.37332, -0.00570, -1.23858], [-0.23935, -2.16865, 1.00395], [-1.10025, -1.01624, 2.07807], [-0.10739, 1.61613, 0.03034], [1.03661, 1.68883, 1.58550], [-0.57169, 1.29740, 1.88155], [-1.63616, 0.43204, -2.42997], [-1.72282, 0.47602, -3.38187], [-0.67036, 0.05729, -2.47697]], "atomic_forces_ev_per_a": [[0.77, 2.14, 0.89], [-1.21, 1.60, 0.16], [-1.40, -0.61, 1.87], [-1.45, 1.22, -0.04], [2.65, -3.46, 1.18], [-0.59, 1.49, -1.44], [0.28, -2.98, -0.82], [-0.48, 0.23, 0.00], [0.40, 0.32, 1.24], [0.30, 0.01, -1.17], [0.64, 0.01, -1.97], [3.27, -1.31, -0.40], [-0.85, 0.34, -0.49], [-2.34, 1.00, 0.99]], "lowdin_charge": [0.12, -0.28, -0.03, -0.42, 0.13, 0.08, 0.04, 0.08, 0.10, 0.08, 0.11, -0.10, 0.02, 0.07]}

2.
{"formula": "C10H26ClINO3P2Ti", "method": "wB97M-V/def2-TZVPD", "max_force_ha_per_bohr": 0.104, "charge": 3, "multiplicity": 1, "orbital_gap_ev": [3.729, 3.685], "homo_ev": [-16.323, -16.299], "species": ["C", "C", "H", "H", "H", "O", "I", "Ti", "P", "C", "C", "H", "H", "H", "H", "H", "H", "C", "H", "H", "H", "P", "C", "C", "H", "H", "H", "C", "H", "H", "H", "H", "H", "H", "Cl", "N", "C", "C", "O", "O", "H", "H", "H", "H", "H"], "xyz": [[-1.31247, 0.46881, -2.44289], [-1.44396, 0.38651, -0.93638], [-1.47691, 1.49860, -2.81195], [-2.08348, -0.18929, -2.84241], [-0.40032, 0.21739, -3.01168], [-0.47633, 0.72797, -0.15499], [-2.44056, -1.29243, 2.35903], [1.51275, 1.10534, 0.70316], [3.47880, -0.05467, -0.00288], [4.43122, 1.00361, 1.13750], [3.88112, -1.80082, 0.29554], [4.93730, -2.04162, 0.21002], [4.95602, 0.23430, -1.97094], [3.33728, -2.42232, -0.41749], [3.39205, -0.49146, -2.37520], [4.29577, 0.70125, 2.18691], [3.54656, -2.10374, 1.28760], [3.88689, 0.25802, -1.74762], [5.47925, 0.90485, 0.85976], [3.49973, 1.23590, -2.04668], [4.11908, 2.05601, 1.03472], [-3.19838, 0.10558, -0.70075], [-3.34458, 1.30245, 0.62828], [-4.27924, 0.62403, -2.09921], [-2.58479, -2.16779, -1.31534], [-4.38904, -1.96773, -1.16228], [-3.30130, -2.06305, 0.32302], [-3.39260, -1.69053, -0.72859], [-4.11952, 0.09762, -3.06551], [-5.34840, 0.44055, -1.91907], [-4.17374, 2.03433, 0.47664], [-2.36808, 1.82849, 0.71180], [-4.19809, 1.70100, -2.33231], [-3.50483, 0.74248, 1.56452], [0.95819, -1.30740, 0.94136], [-0.38617, 0.67416, 5.15456], [0.91525, 1.23269, 4.61336], [0.48880, 1.91163, 3.33284], [-0.67982, 2.28505, 3.22557], [1.48628, 2.01579, 2.39010], [-1.10682, 1.40655, 5.20609], [-0.24135, 0.37333, 6.11988], [-0.80628, -0.12223, 4.63557], [1.34675, 1.95199, 5.33527], [1.59039, 0.38680, 4.41058]], "atomic_forces_ev_per_a": [[0.85, -0.54, -0.64], [4.69, 1.92, -1.63], [-0.48, -0.14, 0.52], [0.12, 0.26, -0.40], [0.20, -0.20, 0.99], [-2.20, -0.09, -1.48], [1.39, -0.30, 1.36], [-3.76, -2.97, 1.29], [1.48, -0.94, -0.37], [-0.26, 0.01, -0.02], [-0.45, -0.16, 0.32], [0.28, 0.42, -0.16], [0.03, -0.05, 0.31], [-0.04, 0.15, -0.08], [0.03, 0.00, 0.23], [0.05, -0.03, -0.35], [0.06, 0.12, 0.01], [-0.45, 0.45, -0.11], [0.20, 0.21, 0.10], [0.15, 0.04, -0.09], [0.31, -0.07, 0.02], [-2.13, -0.01, 0.57], [-1.18, 0.73, 0.87], [0.35, 0.73, -1.18], [-0.32, 0.39, 0.12], [0.86, 0.41, 0.29], [-0.27, 0.08, -1.28], [-0.67, -0.97, 0.68], [0.29, 0.06, 0.79], [0.32, -0.11, 0.80], [0.60, -0.60, -0.13], [-0.82, -0.34, 0.03], [0.11, -0.37, 0.31], [-0.09, 0.68, -0.38], [0.63, 2.60, 0.53], [0.20, 0.09, 1.16], [-0.55, -0.65, -0.19], [-2.11, 1.00, -0.49], [3.24, -0.65, -0.67], [-0.73, -1.17, -1.11], [0.13, 0.00, -0.32], [0.01, -0.26, 0.11], [0.28, 0.27, -0.27], [-0.19, -0.44, -0.34], [-0.15, 0.43, 0.27]], "lowdin_charge": [-0.03, -0.40, 0.14, 0.06, 0.12, -0.25, 0.38, 1.02, 0.72, -0.21, -0.26, 0.08, 0.09, 0.06, 0.08, 0.08, 0.04, -0.19, 0.09, 0.06, 0.06, 0.89, -0.25, -0.16, 0.09, 0.10, -0.13, -0.23, 0.09, 0.09, 0.10, 0.06, 0.08, -0.10, 0.21, 0.20, -0.01, -0.48, 0.12, -0.19, 0.17, 0.18, 0.08, 0.17, 0.15]}